{
  "formula": "C18H29NO4",
  "method": "the ωB97M-V functional and the def2-TZVPD basis",
  "symbols": ["C", "C", "C", "C", "O", "N", "C", "C", "C", "O", "C", "C", "C", "C", "C", "C", "C", "C", "C", "C", "O", "C", "O", "H", "H", "H", "H", "H", "H", "H", "H", "H", "H", "H", "H", "H", "H", "H", "H", "H", "H", "H", "H", "H", "H", "H", "H", "H", "H", "H", "H", "H"],
  "coordinates": [[2.004955, -0.485837, -4.019148], [1.045395, -1.140801, -3.033495], [0.847825, -0.743726, -1.858740], [1.395764, 0.462679, -0.973111], [1.816827, 0.370648, 0.162296], [1.300126, 1.685646, -1.510197], [1.663743, 3.023880, -1.191851], [0.543240, 3.993170, -0.809216], [0.208740, 3.804188, 0.726399], [-0.054078, 2.656303, 0.921021], [-0.147996, 2.429377, 2.372794], [-1.182181, 1.008724, 2.786437], [1.265308, 1.911138, 3.056992], [-0.049917, -1.589331, -1.225998], [-1.543071, -0.880866, -0.718501], [-2.235973, -1.907250, -0.172411], [-1.717474, -2.590611, 1.076062], [-2.821274, -3.561392, 1.790781], [-0.415112, -3.403317, 0.778007], [0.630779, -2.332035, 0.225182], [-0.414238, -2.668463, -2.040652], [0.224092, -2.409119, -3.152440], [0.169593, -2.830251, -4.376888], [2.558744, -1.091694, -4.536120], [2.641044, 0.291226, -3.676125], [1.299540, 0.119347, -4.830039], [0.813743, 1.674075, -2.248960], [2.356276, 2.682451, -0.316725], [2.288505, 3.349418, -1.763651], [1.067246, 4.941620, -0.961115], [-0.401131, 3.781772, -1.595768], [1.328024, 4.218302, 1.324536], [-0.452423, 4.592817, 0.855933], [-0.623184, 3.202776, 2.984074], [-1.898352, 1.166864, 2.162064], [-0.622643, 0.223007, 2.222223], [-1.017145, 0.888007, 3.859678], [1.342192, 1.581968, 4.012756], [1.752872, 1.259662, 2.083287], [2.028018, 2.918895, 2.955368], [-0.902397, -0.208822, 0.149194], [-1.818004, -0.444409, -1.540021], [-2.476533, -2.551030, -0.772950], [-3.177254, -1.540013, 0.403405], [-1.200469, -1.825259, 2.040307], [-3.577341, -3.142009, 2.100354], [-2.334951, -4.136365, 2.765986], [-3.010580, -4.373171, 1.144327], [-0.685479, -4.027064, 0.074905], [-0.014684, -3.846476, 1.725428], [0.845191, -1.472118, 0.815796], [1.356104, -3.036532, -0.251471]],
  "forces_ev_per_angstrom": [[-6.3, 3.8, -0.1], [2.5, -1.0, -3.9], [0.9, 4.6, 5.3], [0.0, 0.6, 0.5], [0.4, -1.4, 0.2], [2.0, -0.7, 2.4], [-4.2, -5.2, 10.1], [-0.2, -1.4, -1.0], [7.3, 11.5, -4.5], [-3.3, -11.1, 5.6], [-0.2, -5.3, 3.1], [8.5, 1.3, 0.1], [2.2, 4.5, -8.9], [-3.6, -2.2, 7.8], [11.0, 1.7, 4.0], [-3.4, 3.7, 11.3], [2.6, -0.9, 4.7], [10.9, -3.9, -0.9], [0.8, 5.9, 4.0], [-2.6, -2.1, -4.0], [0.3, -0.5, -1.4], [1.7, 1.0, -8.7], [-0.8, -0.2, 5.5], [2.9, -3.9, -3.0], [0.3, 0.6, 1.2], [1.7, -1.7, 1.7], [-4.5, -0.4, -7.4], [-1.1, 1.8, -0.4], [6.6, 3.8, -7.4], [-1.0, 0.4, -0.1], [2.3, 0.9, 2.3], [-2.8, -0.9, -1.5], [-2.1, 1.4, 1.4], [0.2, 0.6, -0.9], [-5.9, 0.9, -2.3], [-0.1, 0.3, 0.9], [-1.2, 0.1, -0.4], [-0.4, -1.3, 2.6], [-1.4, 1.2, 3.4], [-1.9, -2.7, 0.6], [-2.7, -1.0, -2.5], [-2.2, 3.0, -4.3], [-3.0, -7.1, -6.6], [0.5, 0.0, -1.9], [-2.3, -1.6, -3.0], [-7.9, 4.5, 2.9], [-0.9, 1.7, -2.4], [-0.6, -0.8, -1.0], [-0.6, -3.9, -3.6], [-0.3, 0.0, -1.0], [0.9, -0.1, 0.8], [0.6, 1.5, 0.8]],
  "mulliken_charge": [-1.789, 1.642, -0.942, 0.129, -0.683, -0.131, -1.364, -0.579, -0.611, 0.009, -0.056, -1.313, -0.937, 1.229, -0.604, -1.647, 1.245, -1.768, -1.546, -0.681, -0.271, -0.111, -0.715, 0.566, 0.408, 0.250, 0.155, 0.322, 1.044, 0.365, 0.255, 0.207, 0.271, 0.428, 0.610, 0.092, 0.464, 0.530, 0.168, 0.234, -0.281, 0.979, 1.072, 0.255, -0.128, 0.694, 0.260, 0.423, 0.669, 0.406, 0.459, 0.317],
  "smiles": "CC1=C(C(=O)NCCCOC(C)C)[C@]2(CC[C@H](C)CC2)OC1=O",
  "charge": 0
}

---

{
  "formula": "C18H29NSi",
  "method": "the ωB97M-V functional and the def2-TZVPD basis",
  "symbols": ["C", "C", "C", "C", "C", "N", "C", "C", "Si", "C", "C", "C", "C", "C", "C", "C", "C", "C", "C", "C", "H", "H", "H", "H", "H", "H", "H", "H", "H", "H", "H", "H", "H", "H", "H", "H", "H", "H", "H", "H", "H", "H", "H", "H", "H", "H", "H", "H", "H"],
  "coordinates": [[4.353449, 0.500962, -3.739363], [4.279427, -0.698041, -2.785738], [3.627095, -1.835788, -3.567668], [3.498254, -0.337919, -1.505555], [2.172541, 0.420919, -1.713763], [1.094024, 0.095302, -0.727047], [-0.319997, 0.294330, -1.185956], [-1.318489, -0.638188, -0.613188], [-1.170457, -0.540285, 1.221888], [-1.900535, -2.158242, 1.776854], [-3.331778, -1.971325, 2.190724], [-3.395337, -0.782150, 3.256612], [-3.251944, 0.616353, 2.695635], [-4.157731, 1.626519, 2.972656], [-4.001840, 2.872150, 2.399814], [-2.992161, 3.092896, 1.510182], [-2.051536, 2.114700, 1.295851], [-2.173267, 0.866354, 1.886371], [0.595773, -0.228829, 1.706285], [1.266401, 0.623483, 0.659755], [3.384256, 0.689200, -4.224683], [4.734823, 1.383576, -3.253703], [5.090606, 0.230696, -4.500544], [5.326927, -0.960403, -2.511749], [4.182817, -2.037572, -4.512736], [2.629676, -1.590699, -3.854305], [3.566636, -2.749540, -2.993298], [3.287519, -1.295460, -1.052045], [4.181699, 0.147056, -0.761569], [2.348458, 1.481283, -1.686164], [1.793254, 0.230648, -2.726886], [-0.365655, 0.219070, -2.250882], [-0.625035, 1.360122, -0.983933], [-1.220948, -1.656702, -0.989804], [-2.332368, -0.312010, -0.867139], [-1.268782, -2.431252, 2.665750], [-1.736806, -2.936207, 1.031289], [-3.952438, -1.704199, 1.335803], [-3.732186, -2.900442, 2.629767], [-4.345814, -0.893166, 3.803640], [-2.631323, -0.920048, 4.057657], [-4.986015, 1.473472, 3.651508], [-4.716846, 3.628182, 2.589418], [-2.943204, 4.045316, 1.001531], [-1.223267, 2.303720, 0.637719], [0.555692, 0.169417, 2.710981], [1.011331, -1.265326, 1.777037], [0.838874, 1.636917, 0.663574], [2.326231, 0.721153, 0.879414]],
  "forces_ev_per_angstrom": [[0.5, -0.7, -0.3], [-0.1, 0.9, -0.3], [1.1, -0.3, -0.3], [0.5, -0.4, 0.7], [-0.8, -0.3, 0.7], [-0.4, -0.8, 0.1], [1.6, 1.7, -0.6], [-0.6, 0.0, 0.4], [-0.1, -0.6, 0.1], [1.4, -0.1, 1.2], [-0.1, 0.8, 1.4], [-0.8, -1.1, 0.5], [-0.7, -0.9, 0.7], [-0.1, 0.1, 0.5], [-0.5, -0.7, 0.1], [0.6, 0.8, -0.3], [0.2, 0.1, -0.2], [0.3, 0.0, -1.0], [-0.5, -1.8, -0.2], [0.5, 0.3, -1.3], [0.4, 0.1, 0.2], [-0.1, 0.5, 0.2], [-0.2, 0.2, -0.3], [-0.7, 0.0, 0.0], [-0.3, 0.1, 0.7], [-0.9, 0.3, -0.2], [0.1, -0.3, 0.2], [-0.4, -0.3, 0.4], [-0.6, 0.0, -0.7], [0.3, 0.9, -0.1], [-0.1, -0.2, 0.4], [0.4, 0.0, -0.9], [0.2, -0.7, -0.1], [0.3, 0.0, 0.1], [0.0, 0.1, -0.1], [-0.7, -0.2, -0.5], [-0.1, 0.0, -0.1], [-0.1, 0.0, 0.0], [0.0, 0.4, 0.0], [0.1, 0.3, -0.2], [-0.2, -0.2, -0.7], [-0.1, -0.2, 0.0], [-0.6, 0.7, 0.2], [0.2, 0.1, 0.0], [0.1, 0.2, -0.2], [0.4, 0.4, 0.2], [0.3, 0.8, -0.2], [0.1, 0.1, 0.3], [0.2, 0.0, -0.2]],
  "mulliken_charge": [-1.535, 0.401, -1.447, -0.643, -0.873, 0.360, -0.965, -0.661, -0.211, -0.742, -0.700, -0.983, 0.472, -0.758, -0.557, -1.040, -0.080, 0.796, -0.796, -0.942, 0.296, 0.371, 0.489, 0.349, 0.408, 0.312, 0.381, 0.296, 0.404, 0.254, 0.411, 0.562, 0.171, 0.512, 0.384, 0.320, 0.449, 0.345, 0.379, 0.389, 0.342, 0.386, 0.413, 0.408, 0.260, 0.453, 0.396, 0.257, 0.507],
  "smiles": "CC(C)CCN1CC[Si]2(CCCc3ccccc32)CC1",
  "charge": 0
}

---

{
  "formula": "C18H30AgN3O3PS",
  "method": "the ωB97M-V functional and the def2-TZVPD basis",
  "symbols": ["C", "C", "N", "C", "C", "C", "C", "C", "C", "C", "C", "O", "C", "O", "C", "C", "O", "C", "P", "C", "C", "C", "N", "S", "N", "C", "H", "H", "H", "H", "H", "H", "H", "H", "H", "H", "H", "H", "H", "H", "H", "H", "H", "H", "H", "H", "H", "H", "H", "H", "H", "H", "H", "H", "H", "H", "Ag"],
  "coordinates": [[3.482683, 0.125577, 3.487507], [3.521959, -1.056501, 2.524410], [2.971197, -0.625971, 1.202425], [1.879974, -1.156690, 0.652763], [0.772416, -0.367033, 0.181531], [0.907793, 1.121010, 0.320190], [2.048657, 1.776928, -0.541696], [2.723280, 2.866965, 0.316155], [1.549706, 2.365245, -1.866297], [-0.366362, -1.009514, -0.346901], [-1.558934, -0.191704, -0.787173], [-1.182492, 0.868031, -1.617931], [-2.276624, 1.486754, -2.299727], [-2.149933, 2.852034, -2.344261], [-1.932112, 3.543070, -1.119902], [-3.054535, 3.406640, -0.093323], [-2.562491, 3.652635, 1.217626], [-0.471458, -2.403261, -0.449782], [-1.959680, -3.210077, -1.125383], [-1.927232, -4.999408, -0.861493], [-3.379419, -2.658858, -0.032267], [0.664836, -3.197891, -0.044339], [0.796790, -4.529610, -0.124970], [2.241656, -4.897339, 0.459786], [2.772341, -3.441575, 0.850513], [1.806693, -2.584138, 0.508455], [3.452294, -0.248636, 4.509783], [4.354123, 0.765984, 3.358497], [2.591903, 0.743215, 3.342847], [4.553238, -1.373579, 2.383695], [2.931071, -1.884719, 2.902439], [2.908896, 0.388163, 1.192300], [-0.032140, 1.631553, 0.134103], [1.154516, 1.306525, 1.374147], [2.809065, 1.014590, -0.727688], [3.125921, 3.665407, -0.303704], [2.010065, 3.319723, 1.008424], [3.547598, 2.472693, 0.919418], [1.408443, 3.442561, -1.762251], [0.629223, 1.908410, -2.214230], [2.313262, 2.241169, -2.635834], [-2.253708, -0.838332, -1.333847], [-2.094803, 0.184051, 0.099621], [-2.272809, 1.150234, -3.339152], [-3.221173, 1.176025, -1.825385], [-0.983379, 3.240505, -0.664494], [-1.827627, 4.588145, -1.405753], [-3.814269, 4.170103, -0.246227], [-3.514518, 2.412059, -0.122577], [-1.788433, 3.104369, 1.378423], [-1.235166, -5.476400, -1.550804], [-1.665511, -5.286207, 0.154594], [-2.941119, -5.351016, -1.069294], [-4.006850, -3.523300, 0.205990], [-3.956729, -1.878549, -0.581953], [-3.097101, -2.227730, 0.929666], [-4.402992, -2.572336, -2.176670]],
  "forces_ev_per_angstrom": [[-0.1, 0.1, -0.2], [0.6, -0.1, -0.1], [-1.4, 0.9, 0.9], [0.4, -0.6, -0.2], [0.3, 0.2, -0.5], [0.2, 0.0, 0.3], [0.0, 0.2, 0.4], [0.0, -0.1, 0.1], [0.3, 0.0, -0.1], [-0.1, -0.2, -0.2], [-0.1, 0.3, 0.1], [0.0, -0.1, 0.0], [-0.3, 0.0, -0.2], [0.2, -0.1, -0.1], [-0.2, 0.2, 0.1], [0.3, 0.0, 0.4], [0.0, 0.1, 0.0], [0.2, -0.3, 0.2], [-0.4, 0.1, -0.4], [0.1, -0.1, 0.4], [0.5, -0.4, 0.7], [-0.2, -0.2, -0.1], [0.0, 0.3, 0.0], [0.0, -0.1, 0.0], [-0.2, 0.2, -0.2], [0.1, -0.1, 0.4], [0.1, 0.1, 0.0], [0.0, 0.0, 0.1], [-0.1, -0.1, 0.1], [-0.1, -0.2, 0.0], [0.0, -0.1, -0.2], [0.4, 0.0, -0.2], [0.1, -0.1, 0.0], [-0.1, 0.0, 0.0], [-0.1, 0.0, -0.3], [0.1, -0.1, 0.0], [0.0, 0.1, -0.1], [0.0, 0.0, 0.0], [-0.2, -0.1, 0.0], [0.1, 0.0, -0.1], [0.0, 0.0, 0.0], [0.1, 0.0, 0.0], [0.0, 0.0, 0.0], [0.0, 0.0, 0.0], [0.1, 0.0, 0.2], [0.0, -0.1, -0.1], [0.1, -0.1, 0.0], [-0.1, -0.2, -0.1], [-0.1, 0.0, -0.2], [0.0, 0.0, 0.0], [0.0, 0.0, 0.0], [0.0, 0.0, 0.0], [0.0, 0.0, -0.1], [0.0, 0.0, 0.0], [0.1, 0.6, 1.5], [-0.1, 0.2, -0.1], [-0.3, -0.5, -1.8]],
  "lowdin_spin": [0.011, 0.022, 0.247, 0.090, 0.190, 0.026, 0.018, 0.002, 0.002, -0.015, -0.010, -0.001, 0.000, 0.000, 0.000, 0.000, 0.000, 0.205, 0.046, 0.003, 0.026, 0.012, 0.059, -0.018, 0.016, 0.027, 0.003, 0.000, 0.000, 0.005, 0.002, 0.005, 0.000, 0.007, 0.000, 0.000, 0.000, 0.000, 0.000, 0.000, 0.001, 0.001, -0.003, 0.000, 0.000, 0.000, 0.000, 0.000, 0.000, 0.000, 0.000, 0.000, 0.000, 0.001, 0.002, 0.001, 0.016],
  "spin_multiplicity": 2,
  "charge": 2
}

---

{
  "formula": "C18H30F3N2O5S2",
  "method": "the ωB97M-V functional and the def2-TZVPD basis",
  "symbols": ["O", "S", "O", "C", "C", "C", "C", "C", "C", "C", "C", "C", "C", "C", "C", "N", "C", "C", "C", "C", "N", "S", "O", "O", "C", "O", "C", "F", "F", "F", "H", "H", "H", "H", "H", "H", "H", "H", "H", "H", "H", "H", "H", "H", "H", "H", "H", "H", "H", "H", "H", "H", "H", "H", "H", "H", "H", "H", "H", "H"],
  "coordinates": [[7.032767, 1.899003, 1.853583], [5.690352, 1.373080, 1.210548], [5.575853, -0.110885, 1.633370], [4.315627, 2.474553, 1.946786], [2.822452, 1.806397, 1.840177], [2.214910, 1.752472, 0.295693], [1.103963, 0.534606, 0.290503], [0.299417, 0.352851, -1.129831], [0.012757, -1.272639, -1.295527], [-1.495930, -1.623122, -1.858666], [-2.285297, -2.677298, -0.848972], [-2.636008, -1.993233, 0.635884], [-4.264316, -1.770658, 0.770085], [-4.710627, -0.652402, 1.883885], [-4.220098, 0.879595, 1.565933], [-4.797442, 1.491111, 0.308338], [-4.445771, 2.942755, -0.053281], [-5.171817, 3.390287, -1.481672], [-6.024350, 2.042671, -1.953620], [-5.727881, 0.957940, -0.758670], [5.655097, 1.660355, -0.511375], [5.842651, 0.192111, -1.437710], [7.247760, -0.473595, -1.270057], [5.776141, 0.627013, -2.953836], [4.419634, -1.042832, -1.223095], [5.037343, -2.228735, -0.541598], [3.998386, -3.109037, 0.016002], [3.277782, -2.544433, 1.186647], [3.015776, -3.509411, -1.017507], [4.683755, -4.358221, 0.517732], [4.612455, 2.635784, 3.081948], [4.312139, 3.521944, 1.403201], [2.813806, 0.678137, 2.215068], [2.030750, 2.431983, 2.474824], [3.019887, 1.481137, -0.509071], [1.757316, 2.795736, 0.001445], [1.686882, -0.476200, 0.539235], [0.395695, 0.737700, 1.222173], [-0.720318, 0.959742, -1.011126], [0.923624, 0.799348, -2.042292], [0.886754, -1.716375, -1.938203], [0.064499, -1.732112, -0.199817], [-1.360523, -2.200682, -2.886249], [-2.174873, -0.682092, -2.013081], [-3.300163, -2.998403, -1.376446], [-1.635942, -3.666979, -0.705497], [-2.005536, -1.008734, 0.736127], [-2.351593, -2.796469, 1.471407], [-4.687083, -1.596647, -0.307358], [-4.720910, -2.811169, 1.136064], [-5.884408, -0.722144, 2.066687], [-4.195107, -0.965474, 2.914122], [-3.032221, 0.851261, 1.461046], [-4.426228, 1.578245, 2.511338], [-3.764415, 3.696222, 0.564578], [-5.143049, 4.412839, -2.058965], [-6.686827, 1.892863, -2.906591], [-6.217513, -0.110720, -0.775253], [3.624650, -0.612830, -0.457535], [3.935365, -1.386206, -2.231524]],
  "forces_ev_per_angstrom": [[-4.8, -0.7, -2.4], [5.1, -1.8, 1.9], [-1.3, 4.0, -1.6], [-1.2, 0.4, 0.5], [-0.4, -0.3, -0.8], [-0.2, -0.7, 0.3], [0.8, 0.5, 0.2], [-0.2, -0.1, 1.0], [-0.5, 0.8, 0.7], [0.3, -1.4, -0.2], [0.0, 0.1, -0.1], [-0.3, -1.1, -0.4], [0.2, -0.6, 0.2], [0.0, -0.2, 0.2], [0.9, -0.7, 0.9], [-1.3, 3.4, -3.7], [-2.6, -0.3, -3.9], [-0.2, -5.1, 3.1], [3.4, 0.3, 5.4], [0.1, 3.2, -2.1], [-0.7, -3.1, 1.3], [5.6, 1.7, -4.3], [-5.3, 1.5, 0.6], [-1.2, -1.1, 5.1], [-1.3, -0.7, 1.4], [-4.2, -2.0, 1.2], [1.5, -0.4, 0.2], [2.0, -1.9, -4.0], [2.7, 1.1, 3.5], [-2.6, 4.3, -1.8], [-0.4, -0.5, -2.5], [0.3, -2.3, 1.0], [0.3, 2.5, -0.5], [1.9, -1.3, -1.2], [-1.3, 0.7, 1.7], [0.8, -2.1, 0.6], [-1.2, 2.2, -0.5], [1.1, -0.6, -2.1], [2.1, -1.4, -0.6], [-1.4, -1.0, 2.1], [-1.9, 0.6, 1.2], [0.1, 0.9, -2.4], [-0.5, 1.4, 2.0], [1.4, -1.7, 0.3], [2.1, 0.6, 1.1], [-1.3, 2.2, -0.3], [-1.3, -1.9, 0.0], [-0.3, 2.1, -1.7], [0.7, 0.0, 2.2], [0.9, 2.2, -0.8], [2.5, 0.3, -0.5], [-1.1, 0.8, -2.2], [-2.6, 0.1, 0.1], [0.1, -1.5, -2.2], [-1.6, -2.4, -1.2], [0.1, -2.3, 1.6], [1.5, 0.2, 2.3], [1.4, 2.5, 0.5], [1.7, -0.6, -1.8], [1.3, 1.0, 1.8]],
  "mulliken_charge": [-0.697, 0.960, -0.564, -0.679, -0.525, -0.306, -0.274, -0.359, -0.385, -0.535, -0.865, 0.318, -0.550, -0.626, -0.305, 0.197, -0.378, -0.401, -0.555, -0.112, -0.483, 1.110, -0.647, -0.728, 0.110, -0.245, 0.759, -0.216, -0.244, -0.270, 0.302, 0.297, 0.230, 0.328, 0.160, 0.362, -0.101, 0.184, 0.192, 0.312, 0.258, 0.193, 0.318, 0.238, 0.342, 0.322, -0.360, 0.277, 0.189, 0.276, 0.307, 0.320, 0.053, 0.323, 0.269, 0.281, 0.287, 0.322, -0.351, 0.367],
  "smiles": "O=S(=O)(CCCCCCCCCCCCn1cccc1)N=[S@](=O)([O-])COC(F)(F)F",
  "charge": -1
}

---

| no. | electronic energy (eV) |
| --- | --- |
| 1 | -28802.039 |
| 2 | -28504.355 |
| 3 | -53869.615 |
| 4 | -62179.283 |